# C30H30N7ReSSe

C30H30N7ReSSe as an isolated structure (the ωB97M-V functional and the def2-TZVPD basis, the Open Molecules 2025 dataset).

Geometry as XYZ:
```
70
Properties=species:S:1:pos:R:3:mulliken_charge:R:1
Re -0.00278 0.03829 -0.21451 0.68
C -2.65709 -0.61852 1.34797 -0.64
C -1.80394 -1.87112 1.42119 -0.91
N -0.36501 -1.47691 1.39911 -0.74
C 0.20437 -1.09766 2.73257 -0.67
C -0.13992 0.31486 3.18413 -0.82
S 0.07311 1.54753 1.83416 0.06
C -1.60672 2.26919 1.69005 -0.84
C -2.45818 1.70353 0.55862 -0.76
N -2.13740 0.27040 0.25596 -0.64
H -2.63786 -0.05846 2.27690 0.36
H -3.70277 -0.85647 1.14967 0.47
H -1.98209 -2.50290 0.54759 0.40
H -2.03010 -2.47387 2.30178 0.52
H 0.15372 -2.31337 1.12887 0.38
H 1.28538 -1.19378 2.63942 0.24
H -0.11510 -1.82347 3.48405 0.54
H 0.53648 0.60794 3.98677 0.63
H -1.14902 0.40210 3.57604 0.39
H -1.45795 3.33633 1.53587 0.40
H -2.06618 2.14887 2.67058 0.63
H -2.29060 2.28091 -0.34950 0.24
H -3.51581 1.77988 0.82182 0.62
H -2.67086 0.03585 -0.57848 0.37
Se 2.19158 -4.29640 -6.22900 0.41
N 0.79235 -3.23669 -5.94061 -0.85
C 0.89560 -2.78578 -4.71370 0.81
C -0.05425 -1.86377 -4.12883 0.43
C -1.15225 -1.32533 -4.80109 -0.77
C -1.94703 -0.40267 -4.13906 -1.20
C -1.65344 -0.05954 -2.83365 0.20
N -0.63017 -0.59446 -2.14450 0.02
C 0.16561 -1.46189 -2.80902 0.29
C 1.31714 -1.91068 -2.05919 0.04
N 1.42276 -1.39727 -0.80666 0.45
C 2.45362 -1.81243 -0.05856 -0.23
C 3.41118 -2.69969 -0.51991 -1.16
C 3.32096 -3.19821 -1.80742 -0.78
C 2.24087 -2.80139 -2.60431 0.24
C 2.02023 -3.24862 -3.96492 0.93
N 2.82594 -4.07762 -4.58172 -0.84
H -1.35789 -1.62356 -5.82104 0.62
H -2.79280 0.05699 -4.63083 0.52
H -2.24628 0.69357 -2.32924 0.34
H 2.51742 -1.40179 0.94298 0.47
H 4.21966 -2.99041 0.13576 0.49
H 4.05022 -3.89606 -2.19889 0.63
C 1.18810 5.46598 0.07362 -0.61
C 0.05877 4.92732 -0.53271 -0.87
C 0.02027 3.58062 -0.86026 0.35
C 1.13631 2.79789 -0.58022 -0.78
C 2.28375 3.32774 -0.00524 -0.06
C 2.29472 4.67469 0.33890 -0.88
N 1.09381 1.39196 -0.97237 1.89
C 2.06232 1.15204 -2.02630 -0.52
C 3.32044 0.65255 -1.69309 0.26
C 4.26629 0.47413 -2.69036 -1.04
C 3.95826 0.79255 -4.00565 -0.73
C 2.71210 1.31155 -4.32718 -0.88
C 1.75792 1.50030 -3.33573 -0.24
H 1.21700 6.51881 0.31908 0.46
H -0.78623 5.55924 -0.77176 0.51
H -0.82469 3.17047 -1.39832 0.57
H 3.14404 2.70071 0.18530 0.46
H 3.17112 5.10585 0.80211 0.49
H 3.57830 0.44261 -0.66294 0.61
H 5.24985 0.10303 -2.43556 0.52
H 4.70409 0.66621 -4.77855 0.50
H 2.48732 1.59112 -5.34721 0.52
H 0.79620 1.93347 -3.57460 0.50
```

The net charge is +3. The HOMO energy (spin up / spin down) is -16.66 / -16.67 eV. The HOMO-LUMO gap (spin up / spin down) is 6.9 / 6.1 eV. Its expectation value of S² is 0.77. As for the multiplicity: 2. Its energy relative to the best compared isomer or geometry (same formula, charge and spin) is 20.6 kcal/mol. For the molar mass, the calculation gives 785.9 g mol⁻¹. The value obtained for the total energy is -120315.5908 eV.

# C30H31BrN10O5S2Sc

C30H31BrN10O5S2Sc as an isolated structure (the ωB97M-V functional and the def2-TZVPD basis, the Open Molecules 2025 dataset).

Geometry as XYZ:
```
80
Properties=species:S:1:pos:R:3:mulliken_charge:R:1
Sc -0.37392 -0.00901 1.65148 0.41
N -0.78152 2.23922 1.05783 -0.28
C 0.37417 3.03590 1.46522 1.25
C 0.18779 4.55145 1.54050 -1.07
C 0.73569 5.33057 0.34033 -0.78
C 2.22128 5.09406 0.06114 -0.35
N 3.03979 5.24760 1.26210 -0.09
C 3.69321 4.29520 1.91598 0.73
N 3.91274 3.09515 1.37952 -0.17
N 4.24927 4.58404 3.10505 -0.49
C 0.92938 2.42738 2.76887 0.22
O 1.79060 3.02726 3.39912 -0.67
O 0.47071 1.25836 3.03717 -0.59
H -1.04843 2.37624 0.09003 0.26
H -1.59697 2.41354 1.63855 0.40
H 1.14818 2.78958 0.73551 -0.52
H 0.67048 4.90467 2.45303 0.39
H -0.87546 4.77104 1.65092 0.42
H 0.57052 6.39912 0.49982 0.44
H 0.19037 5.07689 -0.57346 0.38
H 2.59345 5.77224 -0.70512 0.40
H 2.36569 4.09007 -0.33184 -0.07
H 2.97258 6.13572 1.73564 0.24
H 3.44930 2.82713 0.52711 -0.07
H 4.08814 2.32781 2.00970 0.26
H 3.82465 5.32036 3.64761 0.22
H 4.55556 3.80468 3.66734 0.24
Br -1.05773 -3.79609 -4.36917 -0.18
C -2.32689 -4.15665 -3.00942 0.15
C -3.20525 -3.16182 -2.61458 -0.27
C -4.13528 -3.42784 -1.61947 -0.30
C -4.17693 -4.68988 -1.03858 0.07
C -3.32533 -5.69315 -1.48027 -0.32
C -2.37680 -5.42378 -2.45274 -0.60
N -5.16720 -5.07876 -0.06631 -0.34
N -5.36327 -4.42653 0.96512 -0.55
C -4.56030 -3.26528 1.26255 -0.19
C -5.17833 -2.05500 1.39363 -0.48
C -4.44915 -0.87813 1.64904 -0.74
C -3.08950 -0.93221 1.83032 0.87
O -2.31338 0.12452 2.04519 -0.75
C -2.44919 -2.20153 1.76774 0.48
N -1.09019 -2.18401 1.92662 -0.11
C -0.43319 -3.31936 1.85199 -0.01
C -1.07551 -4.55370 1.66049 -1.21
C -2.43048 -4.58397 1.47863 -0.43
C -3.16730 -3.37752 1.49339 0.46
H -3.17169 -2.18661 -3.08135 0.48
H -4.82769 -2.65793 -1.31175 0.49
H -3.41704 -6.68648 -1.05836 0.45
H -1.69726 -6.19402 -2.78995 0.45
H -6.25201 -2.00255 1.25669 0.45
H -4.95466 0.07635 1.71089 0.49
H 0.64415 -3.26451 1.92798 0.45
H -0.48731 -5.45988 1.64399 0.43
H -2.94312 -5.52440 1.32646 0.69
N 1.80684 1.36341 -6.36694 -0.50
C 1.62730 0.92139 -5.08395 1.04
C 2.41056 1.42237 -4.03646 -0.92
C 2.20069 0.99559 -2.73866 -0.26
C 1.20694 0.06794 -2.46774 -0.55
C 0.42223 -0.44570 -3.49983 -0.29
C 0.62923 -0.02308 -4.79118 -0.76
S 0.88472 -0.52854 -0.86556 2.08
O -0.52169 -0.13133 -0.56047 -0.64
O 1.10794 -1.94737 -0.79165 -0.64
N 1.77379 0.31109 0.15784 -0.10
C 2.43649 -0.42589 1.11829 -0.18
S 4.14534 -0.56069 1.28586 -0.13
C 3.92842 -1.41532 2.76532 -0.29
C 2.60990 -1.56649 3.01892 -1.02
N 1.77257 -1.00732 2.08217 0.48
H 2.65086 1.85410 -6.60061 0.21
H 1.38095 0.85113 -7.11830 0.21
H 3.19250 2.14158 -4.24939 0.31
H 2.82267 1.36983 -1.93603 0.46
H -0.33886 -1.18843 -3.29237 0.09
H 0.02005 -0.42788 -5.59041 0.33
H 4.75897 -1.76860 3.35350 0.51
H 2.19218 -2.06734 3.87971 0.48
```

The net charge is +1. The HOMO energy is -9.73 eV. The HOMO-LUMO gap is 7.5 eV. As for the multiplicity: 1. Its energy relative to the best compared isomer or geometry (same formula, charge and spin) is 0.0 kcal/mol. For the molar mass, the calculation gives 800.6 g mol⁻¹. The value obtained for the total energy is -169165.8081 eV.

# C30H31ClMgN8O11

C30H31ClMgN8O11 as an isolated structure (the ωB97M-V functional and the def2-TZVPD basis, the Open Molecules 2025 dataset).

Geometry as XYZ:
```
82
Properties=species:S:1:pos:R:3:mulliken_charge:R:1
Mg -0.05908 -0.64756 -0.37512 3.60
O 1.34015 0.00120 3.54281 -0.88
C 1.04314 0.24876 2.36999 -0.15
O 0.33876 -0.46354 1.59328 -0.96
C 1.62501 1.56518 1.80211 0.07
C 3.11388 1.35266 1.57565 -0.18
C 3.83002 2.57935 0.99584 -1.07
C 3.67504 2.38481 -0.52681 -0.83
C 2.92715 1.06204 -0.62534 -0.69
O 3.23474 0.36778 0.52167 -0.56
C 0.97135 2.08997 0.52491 -0.15
C -0.56589 2.05030 0.60007 -0.79
O -1.06501 2.87950 1.36045 -0.87
O -1.13308 1.16137 -0.09911 -0.43
H 1.47601 2.33191 2.56376 0.75
H 3.57122 0.93040 2.46677 0.76
H 4.87948 2.58202 1.29233 0.31
H 3.37433 3.50593 1.34713 0.43
H 4.64214 2.24398 -1.01022 0.54
H 3.14078 3.17781 -1.04419 0.19
H 3.07447 0.44505 -1.50289 1.10
H 1.26335 3.11402 0.30594 1.30
O 0.18936 3.78240 -4.34486 -0.63
C -0.32145 2.68717 -4.89846 0.71
O -0.81118 2.74783 -6.01376 -0.71
C -0.29131 1.44078 -4.11295 -1.05
C -0.80564 0.25307 -4.54196 0.39
Cl -1.49714 -0.13912 -6.06161 -0.19
N -0.65399 -0.71606 -3.61214 -0.47
N -0.01488 -0.19702 -2.46092 1.45
C 0.29358 1.12655 -2.79036 0.01
C 1.01725 2.00391 -2.06812 0.93
O 1.17896 3.26948 -2.02031 -1.04
O 1.43583 1.28393 -0.63393 0.30
C -0.76896 -2.10381 -3.76631 -0.47
C 0.27518 -2.90309 -3.30836 -0.44
C 0.16592 -4.28219 -3.35938 -0.40
C -0.96862 -4.88078 -3.89789 -0.57
C -1.99432 -4.08143 -4.38394 -0.84
C -1.91066 -2.69829 -4.30659 -0.26
H 0.55597 3.62430 -3.41785 0.27
H 1.15152 -2.40494 -2.91988 0.61
H 0.97994 -4.88780 -2.97676 0.38
H -1.05984 -5.96000 -3.92708 0.35
H -2.88892 -4.53625 -4.79316 0.33
H -2.72886 -2.07667 -4.64357 0.38
C 1.51727 -5.22572 2.08293 -1.02
N 1.93597 -4.30346 1.04948 0.35
C 3.12809 -4.43793 0.40441 0.07
C 3.48589 -3.59526 -0.56806 -1.50
C 2.58894 -2.49010 -0.92460 0.59
O 2.92731 -1.68588 -1.79856 -0.84
N 1.38337 -2.40123 -0.27959 -0.12
C 1.01751 -3.30657 0.66157 -0.48
O -0.07634 -3.32295 1.22344 -0.75
H 2.37874 -5.81789 2.39191 0.36
H 0.72659 -5.88999 1.72746 0.28
H 1.12703 -4.67269 2.93465 0.27
H 3.75189 -5.25894 0.73752 0.30
H 4.43120 -3.67703 -1.08202 0.43
C -2.48736 -2.94881 -0.63152 -0.01
N -3.89493 -3.32805 -0.44696 -0.03
C -4.71472 -2.47044 -1.30378 -0.80
N -4.54014 -1.05109 -1.00471 0.05
C -3.12247 -0.70653 -1.17955 -0.44
N -2.24725 -1.52590 -0.30181 1.04
C -2.66160 -1.29834 1.10430 -0.65
N -4.07436 -1.64970 1.30967 -0.02
C -4.25467 -3.05381 0.94656 -0.65
C -4.88497 -0.83473 0.40248 -0.66
H -2.20963 -3.11845 -1.66926 -0.59
H -1.86145 -3.55888 0.01152 0.18
H -5.76808 -2.73580 -1.16643 0.36
H -4.43560 -2.64894 -2.34504 0.32
H -2.96136 0.34125 -0.94319 0.04
H -2.83427 -0.88591 -2.21655 -0.20
H -2.50399 -0.24579 1.33788 0.16
H -2.02462 -1.90345 1.74764 -0.08
H -5.30381 -3.32826 1.09891 0.36
H -3.62681 -3.66686 1.59670 0.40
H -4.72882 0.21810 0.64383 0.40
H -5.94080 -1.08509 0.55007 0.35
```

The net charge is -2. The HOMO energy is -0.08 eV. The HOMO-LUMO gap is 4.4 eV. As for the multiplicity: 1. Its energy relative to the best compared isomer or geometry (same formula, charge and spin) is 20.2 kcal/mol. For the molar mass, the calculation gives 739.4 g mol⁻¹. The value obtained for the total energy is -84029.4195 eV.